Entry i
This record from the OMol25 dataset describes 2 unconnected molecules or ions with the total composition ClH5OSi2. The level of theory is ωB97M-V/def2-TZVPD.

Structure (ORCA input):
```
! wB97M-V def2-TZVPD RIJCOSX def2/J DEFGRID3
* xyz 0 1
Cl 0.4250 1.0093 2.6431
Si 0.0933 -0.3091 -3.3532
Si 0.9357 0.1703 0.8394
O -0.5500 -0.6606 -2.0286
H 0.2357 -1.0853 0.7428
H 1.4088 -0.6769 -3.4281
H 0.5291 0.8164 -0.4234
H 2.4079 -0.0621 0.7185
H -0.2488 0.7464 -4.3219
*
```

Calculated values
LUMO	-0.874	eV



Entry ii
This record from the OMol25 dataset describes 2 unconnected molecules or ions with the total composition ClH5OSi2. The level of theory is ωB97M-V/def2-TZVPD.

Structure (ORCA input):
```
! wB97M-V def2-TZVPD RIJCOSX def2/J DEFGRID3
* xyz 0 1
Cl -0.0546 -2.4037 1.6291
Si -1.0643 0.8849 -1.0008
Si 1.2654 -2.3256 0.1631
O -0.0588 0.6674 0.1350
H -2.0688 -0.3764 -1.1806
H 2.6046 -3.0262 0.3998
H 1.0313 -1.5168 -1.1202
H -1.9233 2.0372 -1.0619
H -0.3111 0.8364 -2.2996
*
```

Calculated values
LUMO (alpha / beta)	-3.139 / -3.139	eV



Entry iii
This record from the OMol25 dataset describes ClH5OSi2 in the gas phase. The level of theory is ωB97M-V/def2-TZVPD.

Structure (ORCA input):
```
! wB97M-V def2-TZVPD RIJCOSX def2/J DEFGRID3
* xyz 0 1
Cl -0.1827 -2.6688 0.2538
Si 1.1350 1.0509 -0.2117
Si -1.2245 -1.0594 0.1353
O -0.1853 0.2510 -0.0525
H 2.0838 0.7352 -1.1520
H -2.0560 -0.9732 1.4609
H 0.6014 2.3919 -0.3876
H 1.7431 0.9716 1.1583
H -1.9146 -0.6992 -1.2044
*
```

Calculated values
LUMO	0.734	eV



On energetic grounds, entry iii is preferred over the next structure by 0.0922 hartree.